The following is a quantum chemistry calculation of a molecular structure, C32H92AsF6N6O15 in a non-equilibrium geometry, from the OMol25 dataset.

Its total charge is -1. As for the orbital gap: 8.59 eV. The electronic energy is -151475.09970 eV. As for the highest occupied orbital energy: -6.6 eV.

Each line ends with the Mulliken charge.
Element x y z (Å)
As1 0.72 0.57 0.46  2.04
F1 1.37 -1.04 0.19  -1.10
F2 -0.88 -0.04 -0.08  -0.86
F3 -0.09 2.12 0.71  -0.38
F4 2.29 1.19 0.85  -0.40
F5 1.01 0.94 -1.24  -0.51
F6 0.34 0.20 2.11  -0.35
C1 -3.66 5.57 -4.14  -1.44
C2 -2.60 6.02 -3.16  0.92
C3 -1.22 5.41 -3.36  -1.17
O1 -1.25 4.03 -3.02  -0.41
C4 0.04 3.44 -3.17  -0.72
N1 -2.43 7.48 -3.27  -0.76
H1 -3.84 4.50 -4.01  0.27
H2 -3.52 5.89 -5.17  0.33
H3 -4.60 6.00 -3.77  0.44
H4 -2.98 5.83 -2.15  0.19
H5 -0.52 5.89 -2.68  0.35
H6 -0.83 5.58 -4.37  0.40
H7 0.00 2.42 -2.81  -0.02
H8 0.89 3.91 -2.67  0.51
H9 0.31 3.48 -4.23  0.36
H10 -2.06 7.90 -2.42  0.25
H11 -3.33 7.93 -3.37  0.25
C5 4.30 -2.82 -3.51  -1.97
C6 3.05 -2.10 -2.98  2.05
C7 1.77 -2.69 -3.55  -0.51
O2 1.73 -2.49 -4.94  -0.38
C8 0.58 -3.05 -5.56  -0.66
N2 3.05 -2.25 -1.54  0.98
H12 4.32 -2.65 -4.58  0.40
H13 4.18 -3.89 -3.33  0.40
H14 5.20 -2.45 -3.02  0.45
H15 3.18 -1.06 -3.32  -1.19
H16 0.89 -2.23 -3.09  0.20
H17 1.79 -3.76 -3.29  0.34
H18 0.72 -2.81 -6.61  0.32
H19 -0.33 -2.58 -5.19  0.07
H20 0.46 -4.13 -5.45  0.33
H21 2.51 -1.57 -1.00  -0.53
H22 3.97 -2.08 -1.12  0.41
C9 -2.54 -1.06 -2.81  -1.69
C10 -2.12 0.34 -3.29  1.73
C11 -3.10 0.90 -4.35  -0.73
O3 -3.34 -0.05 -5.39  -0.47
C12 -2.26 -0.12 -6.30  -0.48
N3 -2.14 1.24 -2.14  -0.40
H23 -3.55 -1.09 -2.39  0.35
H24 -1.84 -1.40 -2.04  0.30
H25 -2.48 -1.74 -3.67  0.36
H26 -1.09 0.19 -3.65  -0.17
H27 -2.72 1.79 -4.87  0.31
H28 -4.05 1.07 -3.86  0.41
H29 -1.25 -0.11 -5.88  0.11
H30 -2.36 0.70 -7.01  0.33
H31 -2.39 -1.06 -6.84  0.27
H32 -1.71 2.12 -2.45  -0.30
H33 -1.56 0.92 -1.36  0.27
C13 -2.61 -4.80 2.90  -1.35
C14 -1.23 -4.68 3.57  0.40
C15 -0.84 -3.20 3.73  0.06
O4 0.48 -3.22 4.26  -0.47
C16 1.10 -1.96 4.08  -0.05
N4 -1.39 -5.29 4.90  -0.82
H34 -2.62 -4.28 1.93  0.20
H35 -3.29 -4.24 3.53  0.31
H36 -2.97 -5.81 2.69  0.46
H37 -0.49 -5.14 2.90  0.20
H38 -1.52 -2.71 4.43  0.25
H39 -0.82 -2.66 2.78  -0.11
H40 1.24 -1.84 3.00  -0.24
H41 2.11 -1.86 4.49  0.41
H42 0.53 -1.09 4.40  0.10
H43 -0.53 -5.44 5.43  0.28
H44 -1.53 -6.28 4.63  0.30
C17 -5.64 0.83 4.96  -0.89
C18 -5.93 -0.58 4.53  0.46
C19 -4.78 -1.27 3.78  -0.19
O5 -4.62 -0.71 2.52  -0.45
C20 -3.47 -1.10 1.77  -0.10
N5 -6.25 -1.36 5.74  -0.81
H45 -5.55 1.52 4.12  0.19
H46 -4.84 0.99 5.69  -0.13
H47 -6.50 1.21 5.53  0.48
H48 -6.80 -0.63 3.87  0.29
H49 -4.96 -2.35 3.70  0.32
H50 -3.87 -1.16 4.40  -0.01
H51 -2.64 -1.16 2.47  -0.17
H52 -3.29 -0.48 0.89  0.15
H53 -3.63 -2.11 1.38  0.36
H54 -5.54 -1.16 6.44  0.28
H55 -6.12 -2.35 5.55  0.30
C21 -2.03 1.96 6.29  -1.76
C22 -1.48 1.33 5.02  0.79
C23 -2.21 1.71 3.71  1.25
O6 -2.28 3.11 3.60  -0.52
C24 -3.09 3.52 2.53  -0.55
N6 -0.05 1.74 4.94  -0.65
H56 -2.19 3.04 6.25  0.19
H57 -1.36 1.82 7.14  0.49
H58 -2.94 1.43 6.56  0.29
H59 -1.62 0.24 5.08  -0.01
H60 -3.24 1.33 3.74  -0.28
H61 -1.69 1.24 2.88  -0.50
H62 -2.84 3.15 1.54  0.21
H63 -3.24 4.60 2.50  0.33
H64 -4.13 3.22 2.77  0.13
H65 -0.10 2.75 5.02  0.41
H66 0.19 1.54 3.97  0.03
C25 3.01 -4.99 1.75  -0.15
C26 1.90 -4.52 0.81  0.40
O7 2.31 -4.74 -0.55  -0.69
O8 3.05 -6.42 1.88  -0.60
H67 2.78 -4.59 2.74  0.22
H68 3.99 -4.68 1.38  0.13
H69 1.69 -3.46 0.93  -0.27
H70 0.98 -5.09 0.97  0.05
H71 2.64 -3.88 -0.89  0.38
H72 2.95 -6.72 0.97  0.36
C27 3.23 0.87 -5.50  -0.66
C28 3.03 1.61 -4.17  0.83
O9 4.28 1.94 -3.57  -0.61
O10 2.09 0.19 -5.97  -0.52
H73 4.06 0.16 -5.37  0.30
H74 3.57 1.55 -6.29  0.34
H75 2.44 1.03 -3.46  -0.44
H76 2.51 2.53 -4.47  0.30
H77 4.40 1.31 -2.85  0.44
H78 2.05 -0.69 -5.57  0.38
C29 4.58 -1.21 1.73  0.32
C30 5.64 -0.41 2.46  -0.25
O11 5.24 -0.18 3.81  -0.58
O12 5.01 -1.58 0.42  -0.54
H79 3.69 -0.58 1.66  -0.52
H80 4.18 -2.03 2.32  0.35
H81 5.86 0.51 1.92  0.17
H82 6.58 -0.96 2.59  0.28
H83 5.26 0.76 3.97  0.35
H84 5.59 -2.34 0.55  0.21
C31 5.23 2.80 -0.09  -0.58
C32 5.95 1.65 -0.74  -0.31
O13 5.00 0.69 -1.23  -0.58
O14 4.59 2.51 1.15  -0.50
H85 4.54 3.33 -0.76  0.30
H86 5.97 3.58 0.13  0.36
H87 6.68 1.18 -0.07  0.38
H88 6.50 2.03 -1.60  0.41
H89 5.02 -0.07 -0.64  0.07
H90 3.85 1.93 0.92  0.43
O15 -0.95 4.49 -0.08  -0.78
H91 -0.80 3.66 0.40  0.45
H92 -1.05 4.23 -1.00  0.40

***

The following is a quantum chemistry calculation of 2 unconnected molecules or ions with the total composition C4H9ClO2 in a non-equilibrium geometry, from the OMol25 dataset.

As for the orbital gap (spin up / spin down): 8.48 / 8.49 eV. The electronic energy is -20908.22262 eV. As for the highest occupied orbital energy (spin up / spin down): -7.8 / -7.8 eV.

Each line ends with the natural charge from an NBO analysis.
Element x y z (Å)
C1 2.52 0.62 -0.17  -0.68
C2 -2.80 -0.78 0.26  -0.27
C3 1.65 -0.09 0.79  -0.32
C4 -0.62 -0.02 -0.15  0.55
O1 -0.50 -0.28 -1.48  -0.72
O2 -1.39 -0.84 0.55  -0.53
Cl1 -0.95 1.73 0.14  -0.15
H1 3.55 0.56 0.18  0.23
H2 2.25 1.67 -0.24  0.22
H3 2.48 0.16 -1.16  0.20
H4 -3.20 0.18 0.60  0.19
H5 -3.25 -1.59 0.81  0.20
H6 -2.97 -0.89 -0.81  0.19
H7 1.39 0.40 1.71  0.19
H8 1.72 -1.17 0.83  0.19
H9 0.12 0.33 -1.88  0.50

***

The following is a quantum chemistry calculation of 4 unconnected molecules or ions with the total composition C24H20F4 in a non-equilibrium geometry, from the OMol25 dataset.

As for the orbital gap: 9.79 eV. The electronic energy is -36081.08850 eV. The SMILES is Fc1ccccc1.Fc1ccccc1.Fc1ccccc1.Fc1ccccc1. As for the highest occupied orbital energy: -9.0 eV.

Each line ends with the natural charge from an NBO analysis.
Element x y z (Å)
F1 5.01 5.94 11.05  -0.32
C1 5.29 7.01 10.28  0.41
C2 5.97 6.81 9.12  -0.29
C3 6.17 7.94 8.33  -0.19
C4 5.73 9.23 8.63  -0.24
C5 5.07 9.42 9.86  -0.18
C6 4.88 8.28 10.68  -0.30
H1 6.34 5.87 8.84  0.24
H2 6.65 7.74 7.38  0.21
H3 5.96 10.09 8.00  0.22
H4 4.74 10.40 10.30  0.22
H5 4.31 8.49 11.56  0.23
F2 16.44 5.53 8.52  -0.32
C7 15.16 5.31 8.82  0.41
C8 14.29 4.63 7.98  -0.30
C9 12.98 4.48 8.32  -0.19
C10 12.50 5.12 9.48  -0.22
C11 13.34 5.88 10.29  -0.20
C12 14.68 5.95 10.00  -0.28
H6 14.62 4.27 7.04  0.22
H7 12.33 3.92 7.66  0.22
H8 11.46 5.19 9.68  0.22
H9 12.90 6.44 11.11  0.22
H10 15.37 6.46 10.67  0.23
F3 8.53 10.57 12.42  -0.32
C13 8.12 10.54 13.68  0.41
C14 6.95 9.85 13.95  -0.28
C15 6.40 10.03 15.19  -0.19
C16 7.07 10.76 16.18  -0.23
C17 8.32 11.29 15.91  -0.19
C18 8.84 11.19 14.65  -0.30
H11 6.45 9.23 13.17  0.23
H12 5.45 9.61 15.32  0.21
H13 6.61 11.01 17.10  0.21
H14 8.72 11.98 16.67  0.22
H15 9.61 11.79 14.28  0.22
F4 7.99 4.85 11.05  -0.33
C19 8.72 5.83 11.62  0.42
C20 9.17 6.90 10.82  -0.33
C21 9.95 7.79 11.56  -0.12
C22 10.22 7.71 12.91  -0.27
C23 9.70 6.64 13.62  -0.19
C24 8.92 5.72 13.01  -0.30
H16 8.85 7.05 9.80  0.24
H17 10.35 8.64 11.00  0.21
H18 10.91 8.43 13.46  0.23
H19 9.84 6.53 14.67  0.22
H20 8.44 4.88 13.49  0.23

***

The following is a quantum chemistry calculation of a single C6H8N2 molecule in a non-equilibrium geometry, from the OMol25 dataset.

As for the orbital gap: 10.16 eV. The electronic energy is -9326.52582 eV. The SMILES is C#CC[C@H]1CN1N=C. As for the highest occupied orbital energy: -9.1 eV.

Each line ends with the natural charge from an NBO analysis.
Element x y z (Å)
C1 -2.94 0.86 0.25  -0.26
C2 -2.19 -0.02 -0.14  0.01
C3 -1.16 -1.07 -0.29  -0.50
C4 0.14 -0.68 0.47  -0.07
C5 1.41 -1.54 0.22  -0.26
N1 1.15 -0.29 -0.44  -0.28
N2 1.88 0.82 0.03  -0.26
C6 1.32 1.96 -0.13  -0.11
H1 -3.81 1.47 0.23  0.24
H2 -0.88 -1.20 -1.34  0.25
H3 -1.48 -2.08 0.04  0.24
H4 0.18 0.02 1.28  0.23
H5 2.19 -1.66 1.03  0.22
H6 1.34 -2.29 -0.51  0.20
H7 0.24 1.97 -0.40  0.15
H8 1.59 2.99 0.27  0.20

***

The following is a quantum chemistry calculation of a molecular structure, C19H24AsFIrN3O4S4, from the OMol25 dataset.

Its total charge is +1. As for the orbital gap (spin up / spin down): 5.82 / 5.75 eV. The electronic energy is -142482.20106 eV. As for the multiplicity: 2. As for the highest occupied orbital energy (spin up / spin down): -9.5 / -9.4 eV.

Each line ends with the natural charge from an NBO analysis.
Element x y z (Å)
Ir1 -0.09 0.00 0.02  0.91
F1 6.36 -2.43 -0.28  -0.33
C1 5.97 -1.14 -0.38  0.39
C2 4.63 -0.86 -0.42  -0.20
C3 4.19 0.46 -0.47  -0.16
C4 2.76 0.75 -0.46  0.60
O1 1.97 -0.23 -0.45  -0.68
C5 2.39 2.12 -0.45  -0.34
C6 3.38 3.06 -0.47  0.17
N1 4.70 2.80 -0.52  -0.34
C7 5.64 3.90 -0.53  -0.08
C8 5.35 5.09 -1.40  -0.40
C9 6.45 4.14 -1.77  -0.43
C10 5.14 1.49 -0.49  0.20
C11 6.50 1.18 -0.47  -0.27
C12 6.94 -0.13 -0.41  0.11
N2 8.33 -0.38 -0.40  -0.46
C13 9.16 0.31 0.58  -0.24
C14 10.45 0.76 -0.13  -0.22
N3 10.70 -0.20 -1.27  -0.49
C15 10.38 -1.61 -0.84  -0.24
C16 8.85 -1.72 -0.68  -0.23
C17 0.98 2.68 -0.50  0.79
O2 0.85 3.89 -0.45  -0.61
O3 -0.01 1.86 -0.67  -0.69
H1 3.91 -1.66 -0.38  0.26
H2 3.08 4.10 -0.45  0.27
H3 6.10 4.09 0.44  0.22
H4 5.61 6.06 -1.00  0.24
H5 4.45 5.07 -2.00  0.24
H6 7.48 4.47 -1.65  0.22
H7 6.27 3.48 -2.61  0.23
H8 7.22 1.99 -0.53  0.23
H9 9.40 -0.34 1.43  0.20
H10 8.65 1.18 0.98  0.25
H11 11.32 0.74 0.52  0.23
H12 10.35 1.75 -0.58  0.23
H13 11.65 -0.12 -1.61  0.44
H14 10.07 0.04 -2.03  0.44
H15 10.91 -1.77 0.10  0.23
H16 10.76 -2.30 -1.58  0.25
H17 8.65 -2.45 0.11  0.23
H18 8.41 -2.09 -1.60  0.23
S1 -2.68 -1.67 3.55  -0.46
As1 -2.12 0.04 2.49  0.88
S2 -2.38 0.13 0.33  -0.39
S3 0.07 0.32 2.27  -0.34
S4 -3.14 1.46 3.68  -0.26
C18 -0.89 -4.33 0.42  -0.64
C19 -0.04 -3.22 -0.13  -0.05
O4 -0.26 -2.01 0.61  -0.71
H19 -0.69 -5.25 -0.13  0.22
H20 -1.94 -4.09 0.34  0.24
H21 -0.65 -4.52 1.47  0.22
H22 -0.32 -2.97 -1.16  0.19
H23 1.03 -3.46 -0.12  0.17
H24 -0.15 -2.12 1.57  0.52

***

The following is a quantum chemistry calculation of a single C30H43NO4S molecule, from the OMol25 dataset.

As for the orbital gap: 7.47 eV. The electronic energy is -52324.49054 eV. The SMILES is CCCCCS(=O)(=O)CCCCCCCCCCn1c(-c2ccc(O)cc2)c(C)c2cc(O)ccc21. As for the highest occupied orbital energy: -7.2 eV.

Each line ends with the natural charge from an NBO analysis.
Element x y z (Å)
C1 6.85 1.91 5.29  -0.61
C2 5.40 1.85 4.82  -0.39
C3 4.76 0.48 5.02  -0.40
C4 5.41 -0.61 4.17  -0.42
C5 4.61 -1.90 4.21  -0.63
S1 3.00 -1.65 3.37  2.16
O1 2.03 -1.17 4.32  -0.94
O2 3.22 -0.81 2.21  -1.00
C6 2.51 -3.29 2.75  -0.63
C7 1.16 -3.19 2.06  -0.41
C8 0.00 -3.21 3.06  -0.41
C9 -1.34 -2.90 2.38  -0.39
C10 -1.55 -1.40 2.18  -0.39
C11 -2.79 -1.09 1.34  -0.40
C12 -2.54 -1.30 -0.15  -0.41
C13 -3.76 -1.08 -1.05  -0.40
C14 -4.40 0.30 -0.94  -0.41
C15 -3.46 1.48 -1.24  -0.22
N1 -2.74 1.34 -2.48  -0.37
C16 -1.38 1.13 -2.61  0.17
C17 -0.45 1.27 -1.49  -0.13
C18 -0.45 2.42 -0.70  -0.17
C19 0.41 2.55 0.37  -0.28
C20 1.30 1.53 0.69  0.32
O3 2.11 1.68 1.75  -0.68
C21 1.33 0.39 -0.12  -0.27
C22 0.47 0.27 -1.19  -0.18
C23 -1.07 0.86 -3.92  -0.09
C24 0.28 0.62 -4.51  -0.63
C25 -2.29 0.91 -4.65  -0.08
C26 -2.61 0.75 -6.00  -0.29
C27 -3.92 0.89 -6.39  0.28
O4 -4.31 0.74 -7.70  -0.67
C28 -4.92 1.22 -5.46  -0.28
C29 -4.63 1.38 -4.13  -0.23
C30 -3.31 1.22 -3.71  0.18
H1 7.23 2.93 5.22  0.21
H2 6.93 1.59 6.33  0.20
H3 7.49 1.27 4.69  0.20
H4 5.35 2.12 3.77  0.20
H5 4.82 2.59 5.38  0.21
H6 4.82 0.20 6.08  0.19
H7 3.70 0.54 4.76  0.22
H8 6.42 -0.81 4.51  0.22
H9 5.45 -0.27 3.13  0.23
H10 5.10 -2.70 3.67  0.23
H11 4.37 -2.21 5.22  0.24
H12 2.49 -3.97 3.60  0.23
H13 3.30 -3.58 2.06  0.24
H14 1.15 -2.25 1.50  0.22
H15 1.05 -4.01 1.35  0.22
H16 0.19 -2.47 3.84  0.23
H17 -0.04 -4.20 3.52  0.20
H18 -2.15 -3.28 3.01  0.20
H19 -1.38 -3.42 1.43  0.19
H20 -1.65 -0.93 3.16  0.20
H21 -0.68 -0.96 1.69  0.20
H22 -3.63 -1.71 1.67  0.19
H23 -3.07 -0.05 1.51  0.20
H24 -2.19 -2.32 -0.32  0.20
H25 -1.73 -0.63 -0.46  0.21
H26 -3.46 -1.24 -2.08  0.21
H27 -4.52 -1.82 -0.80  0.20
H28 -4.81 0.45 0.06  0.21
H29 -5.24 0.33 -1.64  0.21
H30 -4.05 2.40 -1.26  0.20
H31 -2.72 1.56 -0.43  0.22
H32 -1.12 3.24 -0.94  0.22
H33 0.41 3.44 0.98  0.22
H34 2.59 0.85 1.92  0.51
H35 2.03 -0.39 0.11  0.22
H36 0.49 -0.63 -1.80  0.22
H37 0.41 -0.43 -4.77  0.21
H38 0.41 1.21 -5.41  0.21
H39 1.06 0.90 -3.80  0.22
H40 -1.84 0.51 -6.72  0.20
H41 -3.54 0.53 -8.23  0.47
H42 -5.93 1.34 -5.83  0.22
H43 -5.41 1.65 -3.43  0.21